Here is 2 unconnected molecules or ions with the total composition C4H8N2 at a distorted geometry from the OMol25 dataset. Energies are from the ωB97M-V functional and the def2-TZVPD basis.

Geometry as XYZ:
```
14
Properties=species:S:1:pos:R:3:forces:R:3:nbo_charge:R:1
C 1.086 -0.881 -2.814 -2.459 3.783 1.303 0.582
C -0.597 0.004 0.468 3.557 0.931 2.328 0.618
C -1.577 -0.740 -0.295 0.737 0.338 2.388 -0.730
C 1.203 0.720 2.028 3.581 -1.939 2.623 -0.491
N 0.503 0.059 -2.508 2.725 -4.137 -1.419 -0.383
N 0.260 0.414 1.144 -5.426 -2.113 -4.101 -0.170
H 1.517 -1.800 -2.946 1.324 -2.242 -0.638 0.306
H -2.378 -0.630 0.416 -1.428 0.069 -0.234 0.327
H -1.300 -1.793 -0.145 -0.012 0.104 -1.114 0.320
H -1.724 -0.205 -1.201 -0.704 -0.486 -1.027 0.271
H 1.887 1.394 1.681 1.583 2.170 -1.463 0.275
H 1.893 -0.172 2.205 -1.247 0.710 0.036 0.286
H 0.884 1.131 2.943 -1.021 0.161 1.188 0.294
H 0.073 0.915 -2.443 -1.211 2.653 0.128 0.493
```
Positions in Å, forces in eV/Å.

Calculated values
Total charge: +2
E_tot, hartree: -265.92351
Gap between HOMO and LUMO, eV: 11.1
E_LUMO, Eh: -0.35084